Version a
DFT (ωB97M-V/def2-TZVPD) results for a 13-piece molecular cluster, BF4H24O12 overall.

The molar mass is 303.0 g mol⁻¹. As for the spin multiplicity: 1. The orbital gap comes out at 0.3624 hartree. As for the charge: -1. Its HOMO energy is -7.54 eV.

Last column: Mulliken charge in e.
Geometry (Å):
B (0.3343, -0.0781, 0.2154)  0.689
F (1.4216, 0.6116, -0.3572)  -0.190
F (0.6851, -0.3024, 1.5401)  -0.437
F (-0.8565, 0.6743, 0.1126)  -0.397
F (0.2301, -1.3004, -0.4459)  -0.291
O (-3.9389, 0.3167, -0.9710)  -0.727
H (-4.3306, 0.6126, -0.1368)  0.354
H (-3.0792, 0.7449, -0.9912)  0.324
O (3.8406, 2.7514, -0.0154)  -0.686
H (2.9847, 2.3334, 0.1358)  0.336
H (4.3636, 2.0714, -0.4533)  0.338
O (1.8219, -2.3255, -2.4868)  -0.745
H (1.3774, -2.0820, -1.6628)  0.228
H (2.1599, -1.4705, -2.8319)  0.489
O (1.9015, -2.9736, 1.6580)  -0.594
H (1.4031, -3.7965, 1.7243)  0.281
H (1.5866, -2.4397, 2.3948)  0.305
O (2.5708, 0.2466, -2.9674)  -0.730
H (2.7955, 1.0165, -3.4990)  0.301
H (2.0068, 0.5911, -2.2559)  0.318
O (-4.0382, 0.6313, 1.8413)  -0.653
H (-3.2389, 1.1420, 2.0952)  0.340
H (-4.7096, 0.9328, 2.4610)  0.289
O (-1.4419, 1.1627, 3.0104)  -0.721
H (-0.8524, 1.7978, 3.4268)  0.286
H (-0.8903, 0.7757, 2.3044)  0.331
O (-3.5715, -1.9341, -2.6048)  -0.677
H (-2.6929, -2.1874, -2.3005)  0.321
H (-3.7975, -1.1374, -2.0844)  0.417
O (-1.1043, -3.6053, 0.6288)  -0.659
H (-0.7315, -2.7956, 0.2511)  0.319
H (-1.9703, -3.3444, 0.9586)  0.331
O (0.9620, 3.1926, 1.2484)  -0.676
H (0.7596, 2.3631, 0.7924)  0.303
H (1.0635, 2.9463, 2.1729)  0.318
O (3.5076, -0.3102, 1.0733)  -0.610
H (2.9262, -0.9185, 0.6034)  0.247
H (2.9168, 0.1998, 1.6311)  0.322
O (-0.7125, 2.3435, -2.0113)  -0.664
H (-0.6259, 1.6025, -1.3792)  0.350
H (-1.0363, 1.9411, -2.8256)  0.319

***

Version b
DFT (ωB97M-V/def2-TZVPD) results for a 13-piece molecular cluster, BF4H24O12 overall.

The molar mass is 303.0 g mol⁻¹. As for the spin multiplicity: 1. The orbital gap comes out at 0.3735 hartree. As for the charge: -1. Its HOMO energy is -7.75 eV.

Last column: Mulliken charge in e.
Geometry (Å):
B (0.1147, 0.3524, 0.3579)  0.690
F (-1.0734, 0.3450, -0.4090)  -0.172
F (0.3058, 1.5554, 0.8927)  -0.440
F (-0.1814, -0.4252, 1.4091)  -0.348
F (1.1621, -0.3277, -0.1668)  -0.574
O (1.1641, -1.6983, 4.3939)  -0.617
H (0.9560, -1.1665, 5.1620)  0.277
H (0.5986, -1.3534, 3.7028)  0.321
O (2.4031, 2.8293, 1.9238)  -0.661
H (1.5267, 2.6432, 2.2606)  0.346
H (2.4000, 2.4713, 1.0360)  0.367
O (-3.3673, 1.2637, -1.4277)  -0.663
H (-2.5389, 1.1860, -0.9544)  0.334
H (-3.4468, 2.1979, -1.6204)  0.338
O (-0.4328, -1.9897, -1.5251)  -0.742
H (-0.0396, -1.2927, -1.0000)  0.346
H (-1.1792, -2.2893, -1.0061)  0.345
O (-0.9603, -3.4477, 2.2152)  -0.656
H (-0.1582, -2.9878, 1.9677)  0.361
H (-0.7918, -4.3626, 1.9895)  0.290
O (-1.5030, 3.4174, 0.6452)  -0.648
H (-2.4502, 3.4945, 0.7601)  0.269
H (-1.3408, 2.4745, 0.6153)  0.310
O (1.6692, -2.5834, 1.4138)  -0.687
H (2.4441, -2.8379, 0.9129)  0.287
H (1.3965, -1.7510, 1.0278)  0.444
O (-2.7744, -1.5119, 0.9403)  -0.712
H (-2.2114, -2.1788, 1.3334)  0.411
H (-2.2072, -0.7474, 0.8405)  0.282
O (1.9732, -0.3700, -2.9297)  -0.547
H (1.6491, -1.1845, -2.5454)  0.280
H (2.7241, -0.6369, -3.4599)  0.269
O (0.3255, 2.5358, -2.0806)  -0.669
H (0.6073, 1.7224, -2.4991)  0.320
H (0.5279, 2.4112, -1.1534)  0.370
O (3.0814, 1.9784, -0.7396)  -0.672
H (2.6467, 1.2185, -1.1267)  0.273
H (3.7334, 2.2391, -1.3901)  0.273
O (-2.3675, -0.6368, -3.5415)  -0.692
H (-1.7799, -0.8375, -2.8131)  0.369
H (-2.6058, 0.2811, -3.4118)  0.327

***

Most stable pick: version a. Distance to second place: 21.0 kcal/mol.